[1]
The following is a quantum chemistry calculation of a molecular structure, C7H8FN at a distorted geometry, from the OMol25 dataset.

```
! wB97M-V def2-TZVPD RIJCOSX def2/J DEFGRID3
* xyz 0 1
C -1.21 -0.65 -2.16
C -1.22 -1.45 -1.01
C -0.68 0.64 -2.09
C -0.84 -0.91 0.23
C -0.07 1.05 -0.94
C -0.28 0.36 0.20
C 1.89 0.30 1.92
N 0.68 0.99 1.73
F -0.30 0.53 2.73
H -1.87 -0.95 -2.92
H -1.71 -2.37 -1.02
H -0.65 1.39 -2.90
H -0.88 -1.52 1.13
H 0.32 2.05 -0.91
H 2.77 0.90 1.58
H 1.97 0.34 2.91
H 2.09 -0.72 1.51
*
```

Summary:
E_HOMO ... -9.39 eV

These are the Mulliken partial charges, in e, on atoms 1 to 5: number 1, C, carries -0.482; number 2, C, carries -0.423; number 3, C, carries -0.245; number 4, C, carries -0.353; number 5, C, carries -0.559

***

[2]
The following is a quantum chemistry calculation of 2 unconnected molecules or ions with the total composition C7H8FNO2 at a distorted geometry, from the OMol25 dataset.

```
! wB97M-V def2-TZVPD RIJCOSX def2/J DEFGRID3
* xyz 0 1
C -0.35 -1.39 1.22
C 0.35 -0.47 0.59
N -0.41 0.38 -0.25
C -1.00 1.47 -0.02
F -1.21 1.99 1.20
C 1.81 -0.49 0.43
O 2.57 -1.32 0.85
O 2.09 0.68 -0.15
C 3.31 0.64 -0.91
H -1.42 -1.35 1.10
H 0.05 -2.23 1.81
H -1.45 1.87 -0.89
H 3.82 -0.29 -0.84
H 4.10 1.38 -0.61
H 2.96 0.75 -1.88
C -4.02 -0.26 0.16
C -3.57 -0.33 -1.00
H -4.68 -0.46 0.95
H -2.94 -0.58 -1.79
*
```

Summary:
Structure (SMILES) ... C=C(/N=C\F)C(=O)OC.C#C
E_HOMO ... -9.32 eV

These are the Mulliken partial charges, in e, on atoms 1 to 5: number 1, C, carries -0.735; number 2, C, carries 0.550; number 3, N, carries -0.307; number 4, C, carries -0.023; number 5, F, carries -0.265

***

[3]
The following is a quantum chemistry calculation of C7H8I2O2Si in the gas phase at a distorted geometry, from the OMol25 dataset.

```
! wB97M-V def2-TZVPD RIJCOSX def2/J DEFGRID3
* xyz 0 1
C 2.43 1.11 -1.25
O 2.50 -0.15 -0.61
Si 1.26 -1.05 -0.24
I 1.70 -1.45 2.10
I 1.37 -2.93 -1.80
C -0.47 -0.08 -0.68
C -1.34 -1.15 -0.30
C -1.91 -1.13 0.91
C -1.72 -0.07 1.82
C -1.30 1.11 1.40
C -0.85 1.27 -0.06
O -0.94 2.37 -0.61
H 1.48 1.30 -1.64
H 3.29 1.17 -2.00
H 2.56 1.97 -0.55
H -0.55 -0.01 -1.71
H -1.40 -2.06 -0.91
H -2.56 -1.92 1.19
H -2.13 -0.23 2.87
H -1.40 1.94 2.07
*
```

Summary:
Structure (SMILES) ... CO[Si](I)(I)[C@H]1C=CC=CC1=O
E_HOMO ... -8.87 eV

These are the Mulliken partial charges, in e, on atoms 1 to 5: number 1, C, carries -0.639; number 2, O, carries -0.241; number 3, Si, carries 0.484; number 4, I, carries -0.054; number 5, I, carries -0.116

***

[4]
The following is a quantum chemistry calculation of a molecular structure, C7H8InN2O4S at a distorted geometry, from the OMol25 dataset.

```
! wB97M-V def2-TZVPD RIJCOSX def2/J DEFGRID3
* xyz 3 1
In 1.16 0.03 -0.30
O 0.12 -3.13 -2.00
C 0.45 -2.17 -1.49
C 1.00 2.21 1.12
O 0.91 3.16 1.73
C 0.33 1.36 -2.35
O -0.10 1.94 -3.25
C 1.50 -1.30 1.88
O 1.59 -1.90 2.87
C 3.24 -0.51 -1.21
H 3.35 -1.50 -0.75
H 2.94 -0.55 -2.26
C 3.39 0.70 -0.49
H 3.22 1.68 -0.94
H 3.63 0.74 0.57
N -3.74 -1.10 0.34
C -2.98 -0.08 0.77
N -3.49 0.89 1.53
S -1.29 -0.04 0.33
H -4.75 -1.24 0.53
H -3.21 -1.73 -0.20
H -2.80 1.56 1.75
H -4.47 0.98 1.85
*
```

Summary:
E_HOMO ... -20.32 eV

These are the Mulliken partial charges, in e, on atoms 1 to 5: number 1, In, carries 0.921; number 2, O, carries 0.009; number 3, C, carries 0.220; number 4, C, carries 0.220; number 5, O, carries 0.009

***

[5]
The following is a quantum chemistry calculation of C7H8N2 in the gas phase at a distorted geometry, from the OMol25 dataset.

```
! wB97M-V def2-TZVPD RIJCOSX def2/J DEFGRID3
* xyz 0 1
H 3.42 2.01 -0.19
N 2.93 1.21 0.13
C 1.68 1.11 0.03
C 0.91 -0.11 0.20
C 1.36 -1.44 0.03
C 0.21 -2.26 0.05
C -0.89 -1.40 0.01
N -0.47 -0.10 0.18
C -1.34 0.99 0.00
C -2.66 0.86 0.15
H 1.17 2.06 -0.28
H 2.36 -1.62 -0.08
H 0.34 -3.26 -0.03
H -1.81 -1.81 -0.16
H -0.77 1.88 -0.46
H -3.20 1.73 -0.25
H -3.25 0.17 0.66
*
```

Summary:
Structure (SMILES) ... [H]/N=C/c1cccn1C=C
E_HOMO ... -8.27 eV

These are the Mulliken partial charges, in e, on atoms 1 to 5: number 1, H, carries 0.254; number 2, N, carries -0.635; number 3, C, carries -0.195; number 4, C, carries 0.485; number 5, C, carries -0.521

***

[6]
The following is a quantum chemistry calculation of 2 unconnected molecules or ions with the total composition C7H8N2O at a distorted geometry, from the OMol25 dataset.

```
! wB97M-V def2-TZVPD RIJCOSX def2/J DEFGRID3
* xyz 0 1
C 1.82 0.10 1.22
C 1.50 0.64 -0.01
C 0.23 1.18 -0.25
C -0.77 1.01 0.69
C -0.48 0.40 1.90
C 0.83 -0.01 2.19
H 2.89 -0.29 1.40
H 2.25 0.69 -0.73
H 0.10 1.69 -1.25
H -1.72 1.38 0.44
H -1.28 0.43 2.62
H 1.05 -0.30 3.09
C -0.72 -1.87 -1.26
N -1.30 -1.10 -2.09
N -1.35 -0.07 -2.73
O -2.31 0.46 -3.28
H -0.39 -2.77 -1.73
H -0.34 -1.59 -0.21
*
```

Summary:
Structure (SMILES) ... c1ccccc1.C=NN=O
E_HOMO ... -8.87 eV

These are the Mulliken partial charges, in e, on atoms 1 to 5: number 1, C, carries -0.406; number 2, C, carries -0.237; number 3, C, carries -0.585; number 4, C, carries -0.212; number 5, C, carries -0.515

***

[7]
The following is a quantum chemistry calculation of 2 unconnected molecules or ions with the total composition C7H8N2O at a distorted geometry, from the OMol25 dataset.

```
! wB97M-V def2-TZVPD RIJCOSX def2/J DEFGRID3
* xyz 0 1
C 0.96 -1.80 0.18
C 1.00 -1.98 -1.10
C 0.95 -0.37 0.39
C 0.93 0.26 -0.92
C -1.81 0.63 1.55
C 0.93 0.30 1.57
C -1.38 1.82 -0.62
N 1.09 -0.78 -1.72
N -1.91 1.40 0.62
O -1.91 -0.06 2.45
H 0.89 -2.54 0.87
H 1.05 -3.00 -1.58
H 0.91 -0.09 2.56
H 0.87 1.33 1.51
H -1.88 2.88 -0.82
H -0.27 1.76 -0.71
H -1.64 1.06 -1.47
H 1.20 -0.82 -2.74
*
```

Summary:
E_HOMO ... -8.34 eV

These are the Mulliken partial charges, in e, on atoms 1 to 5: number 1, C, carries -0.931; number 2, C, carries -0.346; number 3, C, carries 1.224; number 4, C, carries -0.722; number 5, C, carries 0.642

***

[8]
The following is a quantum chemistry calculation of C7H8N2O in the gas phase at a distorted geometry, from the OMol25 dataset.

```
! wB97M-V def2-TZVPD RIJCOSX def2/J DEFGRID3
* xyz 0 3
C -3.19 -0.25 -0.05
C -0.98 -1.57 -0.24
C 0.31 -1.26 -0.22
C -1.88 -0.52 -0.17
C 0.56 0.21 -0.03
C 1.50 0.73 -1.07
C 1.08 0.37 1.44
N -4.29 0.13 0.04
N -0.74 0.90 -0.10
O -0.90 2.11 -0.19
H -1.38 -2.61 -0.47
H 1.17 -1.97 -0.24
H 1.70 1.85 -1.01
H 0.97 0.61 -2.00
H 2.45 0.22 -1.05
H 0.25 -0.04 2.19
H 1.38 1.43 1.74
H 2.00 -0.35 1.46
*
```

Summary:
⟨S²⟩ ... 2.042
E_HOMO (alpha / beta) ... -7.75 / -9.69 eV

These are the Mulliken partial charges, in e, on atoms 1 to 5: number 1, C, carries 0.326; number 2, C, carries -0.360; number 3, C, carries -0.728; number 4, C, carries 0.057; number 5, C, carries 1.370

***

[9]
The following is a quantum chemistry calculation of a molecular structure, C7H8N2O2 at a distorted geometry, from the OMol25 dataset.

```
! wB97M-V def2-TZVPD RIJCOSX def2/J DEFGRID3
* xyz 0 1
C 0.66 1.91 -1.04
C -0.21 0.86 -1.28
C 1.27 2.16 0.20
C 0.86 1.41 1.31
C -0.72 0.10 -0.28
C 2.10 -1.72 -0.72
C -2.01 -1.62 0.93
N 0.00 0.46 1.41
N -1.68 -0.91 -0.26
O 2.61 -0.95 -0.09
O 1.58 -2.62 -1.20
H 0.95 2.50 -1.90
H -0.57 0.64 -2.25
H 1.97 3.09 0.17
H 1.01 1.76 2.36
H -2.59 -2.61 0.66
H -2.54 -1.00 1.72
H -0.99 -1.95 1.38
H -1.71 -1.50 -1.12
*
```

Summary:
E_HOMO ... -8.03 eV

These are the Mulliken partial charges, in e, on atoms 1 to 5: number 1, C, carries -0.090; number 2, C, carries -0.598; number 3, C, carries -0.388; number 4, C, carries -0.134; number 5, C, carries 0.276

***

[10]
The following is a quantum chemistry calculation of C7H8N2O2 in the gas phase at a distorted geometry, from the OMol25 dataset.

```
! wB97M-V def2-TZVPD RIJCOSX def2/J DEFGRID3
* xyz 0 1
C 0.58 0.64 2.84
N -0.32 0.83 1.65
N -1.44 1.45 1.98
O -2.30 1.55 1.08
C -0.09 0.35 0.28
C 0.34 -0.94 0.11
C 0.52 -1.59 -1.10
C 0.29 -0.81 -2.24
O 0.38 -1.28 -3.55
C -0.13 0.50 -2.14
C -0.41 1.08 -0.87
H 0.57 -0.47 3.12
H 1.65 1.03 2.66
H 0.09 1.10 3.70
H 0.60 -1.58 1.01
H 0.78 -2.66 -1.04
H 0.27 -2.27 -3.53
H -0.54 1.02 -3.05
H -0.84 2.06 -0.92
*
```

Summary:
Structure (SMILES) ... CN(N=O)c1ccc(O)cc1
E_HOMO ... -8.75 eV

These are the Mulliken partial charges, in e, on atoms 1 to 5: number 1, C, carries -0.804; number 2, N, carries 0.537; number 3, N, carries -0.189; number 4, O, carries -0.472; number 5, C, carries 0.033

***

[11]
The following is a quantum chemistry calculation of C7H8N2O2P2 in the gas phase at a distorted geometry, from the OMol25 dataset.

```
! wB97M-V def2-TZVPD RIJCOSX def2/J DEFGRID3
* xyz 0 1
C -0.30 -3.56 -0.90
N 0.78 -3.58 -0.24
P 1.83 -3.48 0.96
N 1.33 -2.35 1.95
P 0.60 -0.93 1.91
O -0.82 -0.85 2.22
O 0.99 -0.38 0.40
C 0.30 0.75 -0.01
C -1.06 0.74 -0.09
C -1.67 1.90 -0.66
C -0.93 2.98 -0.98
C 0.44 2.98 -0.80
C 1.07 1.80 -0.47
H -1.01 -4.37 -0.65
H -0.41 -2.76 -1.55
H 1.49 -0.08 2.67
H -1.49 -0.23 0.04
H -2.82 1.83 -0.69
H -1.46 3.81 -1.46
H 0.95 3.99 -1.00
H 2.17 1.82 -0.67
*
```

Summary:
Structure (SMILES) ... C=N/P=N\[P@H](=O)Oc1ccccc1
E_HOMO ... -8.93 eV

These are the Mulliken partial charges, in e, on atoms 1 to 5: number 1, C, carries -0.202; number 2, N, carries -0.052; number 3, P, carries -0.026; number 4, N, carries -0.191; number 5, P, carries 0.586

***

[12]
The following is a quantum chemistry calculation of C7H8N2O2S in the gas phase at a distorted geometry, from the OMol25 dataset.

```
! wB97M-V def2-TZVPD RIJCOSX def2/J DEFGRID3
* xyz 0 1
C 2.33 -0.33 -0.43
N 1.45 0.74 -0.01
C 0.11 0.58 -0.31
N -0.82 1.50 -0.19
O -0.39 2.80 0.23
O -0.28 -0.71 -0.58
C -1.67 -0.93 -0.39
C -2.19 -0.73 0.98
C -3.18 0.10 1.17
S -3.74 0.80 -0.35
C -2.75 -0.30 -1.21
C -2.41 -1.65 -1.37
H 2.92 -0.10 -1.32
H 2.98 -0.49 0.53
H 1.68 -1.13 -0.61
H 1.87 1.65 -0.21
H -1.16 3.26 0.62
H -1.75 -1.22 1.84
H -3.68 0.07 2.15
H -2.35 -2.54 -2.09
*
```

Summary:
Structure (SMILES) ... CN/C(=N\O)O[C@@]12C=CSC1=C2
E_HOMO ... -8.22 eV

These are the Mulliken partial charges, in e, on atoms 1 to 5: number 1, C, carries -0.834; number 2, N, carries -0.210; number 3, C, carries 0.464; number 4, N, carries -0.104; number 5, O, carries -0.507